Record 1
ORCA calculation (wB97M-V/def2-TZVPD) on the molecule C21H24N2O6S at a distorted geometry.

Results
* SMILES string: CCOC(=O)c1ccc(NC(=O)c2ccc(C)c(S(=O)(=O)N3CCOCC3)c2)cc1
* net charge: 0
* ΔE to the lowest compared entry with this formula, charge and spin: 26.7 kcal per mole
* E_HOMO: -8.86 eV
* total energy: -1773.7942 a.u.

Bonds (Å) are listed after each position.
Atoms and positions in Å:
1 C -8.99132 -2.97583 0.63069  C2 1.517, H31 1.086, H32 1.087, H33 1.087
2 C -8.82864 -1.58245 0.05360  C1 1.517, O3 1.427, H34 1.096, H35 1.096
3 O -7.44753 -1.22861 0.11440  C2 1.427, C4 1.339
4 C -7.12976 -0.01072 -0.34120  O3 1.339, O5 1.209, C6 1.480
5 O -7.94610 0.76306 -0.78390  C4 1.209
6 C -5.68104 0.27573 -0.23986  C4 1.480, C7 1.393, C30 1.394
7 C -4.77465 -0.64444 0.28063  C6 1.393, C8 1.380, H36 1.078
8 C -3.43108 -0.33992 0.36090  C7 1.380, C9 1.394, H37 1.077
9 C -2.97086 0.89934 -0.08197  C8 1.394, N10 1.394, C29 1.397
10 N -1.63066 1.27709 -0.01944  C9 1.394, C11 1.367, H38 1.011
11 C -0.54878 0.54868 0.39066  N10 1.367, O12 1.212, C13 1.494
12 O -0.59097 -0.60960 0.74590  C11 1.212
13 C 0.73730 1.30855 0.34793  C11 1.494, C14 1.392, C28 1.393
14 C 0.83766 2.67834 0.57498  C13 1.392, C15 1.383, H39 1.081
15 C 2.07227 3.30047 0.54430  C14 1.383, C16 1.392, H40 1.080
16 C 3.23922 2.58409 0.29210  C15 1.392, C17 1.489, C18 1.393
17 C 4.57086 3.24903 0.24194  C16 1.489, H41 1.087, H42 1.089, H43 1.089
18 C 3.12494 1.21073 0.09139  C16 1.393, S19 1.800, C28 1.376
19 S 4.62157 0.25941 -0.21626  C18 1.800, O20 1.439, O21 1.436, N22 1.675
20 O 5.48369 0.41524 0.92475  S19 1.439
21 O 5.13542 0.64012 -1.50184  S19 1.436
22 N 4.03061 -1.30436 -0.31587  S19 1.675, C23 1.452, C27 1.451
23 C 4.05950 -2.04994 0.92961  N22 1.452, C24 1.532, H44 1.089, H45 1.095
24 C 5.42679 -2.70868 1.13482  C23 1.532, O25 1.412, H46 1.091, H47 1.099
25 O 5.78283 -3.50234 0.02303  C24 1.412, C26 1.410
26 C 5.82995 -2.73408 -1.15895  O25 1.410, C27 1.530, H48 1.091, H49 1.101
27 C 4.47142 -2.09308 -1.45064  N22 1.451, C26 1.530, H50 1.089, H51 1.095
28 C 1.90247 0.57956 0.11897  C13 1.393, C18 1.376, H52 1.078
29 C -3.87919 1.82305 -0.60489  C9 1.397, C30 1.377, H53 1.081
30 C -5.21839 1.51398 -0.68282  C6 1.394, C29 1.377, H54 1.079
31 H -10.03730 -3.26591 0.59495  C1 1.086
32 H -8.65163 -2.99547 1.66276  C1 1.087
33 H -8.40444 -3.68898 0.05806  C1 1.087
34 H -9.40810 -0.84421 0.61989  C2 1.096
35 H -9.15865 -1.54085 -0.99084  C2 1.096
36 H -5.13076 -1.60273 0.62359  C7 1.078
37 H -2.73122 -1.05325 0.76205  C8 1.077
38 H -1.44330 2.20776 -0.36694  N10 1.011
39 H -0.03844 3.26647 0.80999  C14 1.081
40 H 2.13647 4.36367 0.72333  C15 1.080
41 H 4.47974 4.32476 0.36836  C17 1.087
42 H 5.05389 3.03000 -0.70901  C17 1.089
43 H 5.21426 2.84293 1.02098  C17 1.089
44 H 3.85118 -1.35477 1.74214  C23 1.089
45 H 3.27363 -2.81072 0.88370  C23 1.095
46 H 5.40928 -3.38062 1.99430  C24 1.091
47 H 6.17584 -1.92019 1.29375  C24 1.099
48 H 6.11989 -3.41972 -1.95675  C26 1.091
49 H 6.58259 -1.93659 -1.06279  C26 1.101
50 H 4.53985 -1.42444 -2.30734  C27 1.089
51 H 3.71858 -2.86591 -1.63530  C27 1.095
52 H 1.83476 -0.48429 -0.04063  C28 1.078
53 H -3.52518 2.78495 -0.94949  C29 1.081
54 H -5.93011 2.21881 -1.08462  C30 1.079



Record 2
ORCA calculation (wB97M-V/def2-TZVPD) on the molecule C21H24N4O3S at a distorted geometry.

Results
* SMILES string: COCCn1c(SCC(=O)N2CCCc3ccccc32)nnc1-c1ccoc1C
* net charge: 0
* ΔE to the lowest compared entry with this formula, charge and spin: 46.9 kcal per mole
* E_HOMO: -8.23 eV
* total energy: -1657.5526 a.u.

Bonds (Å) are listed after each position.
Atoms and positions in Å:
1 C -2.97279 -2.51216 -1.37423  O2 1.406, H30 1.097, H31 1.088, H32 1.095
2 O -1.72772 -2.07718 -0.88628  C1 1.406, C3 1.403
3 C -0.97720 -1.30367 -1.78490  O2 1.403, C4 1.539, H33 1.100, H34 1.093
4 C -1.43358 0.16411 -1.86506  C3 1.539, N5 1.435, H35 1.091, H36 1.093
5 N -1.20749 0.84251 -0.62068  C4 1.435, C6 1.364, C23 1.376
6 C -0.04088 1.40911 -0.19768  N5 1.364, S7 1.737, N21 1.305
7 S 1.38089 1.49374 -1.19133  C6 1.737, C8 1.827
8 C 2.52586 2.26097 0.00763  S7 1.827, C9 1.520, H37 1.087, H38 1.090
9 C 3.82069 1.46929 0.09160  C8 1.520, O10 1.216, N11 1.358
10 O 4.87507 2.00184 -0.19577  C9 1.216
11 N 3.74959 0.15572 0.42900  C9 1.358, C12 1.453, C20 1.410
12 C 4.83589 -0.71317 0.00964  N11 1.453, C13 1.526, H39 1.091, H40 1.093
13 C 4.34665 -1.49692 -1.20534  C12 1.526, C14 1.528, H41 1.092, H42 1.090
14 C 3.17406 -2.38921 -0.79919  C13 1.528, C15 1.507, H43 1.093, H44 1.095
15 C 2.28889 -1.76638 0.24976  C14 1.507, C16 1.389, C20 1.398
16 C 1.15732 -2.44862 0.67891  C15 1.389, C17 1.382, H45 1.081
17 C 0.35906 -1.95244 1.69274  C16 1.382, C18 1.384, H46 1.079
18 C 0.71758 -0.77932 2.33380  C17 1.384, C19 1.382, H47 1.079
19 C 1.83891 -0.08502 1.92160  C18 1.382, C20 1.392, H48 1.079
20 C 2.59945 -0.54276 0.84958  N11 1.410, C15 1.398, C19 1.392
21 N -0.15660 1.85367 1.02350  C6 1.305, N22 1.340
22 N -1.39573 1.56066 1.44245  N21 1.340, C23 1.303
23 C -2.02866 0.95566 0.47709  N5 1.376, N22 1.303, C24 1.447
24 C -3.38885 0.46499 0.54261  C23 1.447, C25 1.425, C28 1.371
25 C -3.87877 -0.48406 1.48565  C24 1.425, C26 1.356, H49 1.069
26 C -5.19093 -0.65506 1.19092  C25 1.356, O27 1.347, H50 1.071
27 O -5.55083 0.11870 0.14901  C26 1.347, C28 1.349
28 C -4.45746 0.80298 -0.24735  C24 1.371, O27 1.349, C29 1.488
29 C -4.60261 1.78768 -1.35399  C28 1.488, H51 1.087, H52 1.091, H53 1.089
30 H -2.85389 -3.08049 -2.30501  C1 1.097
31 H -3.39077 -3.15771 -0.60484  C1 1.088
32 H -3.66523 -1.68253 -1.55320  C1 1.095
33 H -1.00842 -1.73837 -2.79450  C3 1.100
34 H 0.04982 -1.33423 -1.41071  C3 1.093
35 H -2.49774 0.21620 -2.10017  C4 1.091
36 H -0.86159 0.67256 -2.64597  C4 1.093
37 H 1.96774 2.33128 0.93813  C8 1.087
38 H 2.77375 3.25679 -0.36050  C8 1.090
39 H 5.69299 -0.08503 -0.23543  C12 1.091
40 H 5.09600 -1.38624 0.83114  C12 1.093
41 H 4.02957 -0.78105 -1.96716  C13 1.092
42 H 5.15474 -2.09903 -1.62155  C13 1.090
43 H 2.57827 -2.64898 -1.67790  C14 1.093
44 H 3.55790 -3.32791 -0.38595  C14 1.095
45 H 0.90104 -3.38545 0.20536  C16 1.081
46 H -0.52698 -2.49122 1.98926  C17 1.079
47 H 0.12615 -0.39451 3.14954  C18 1.079
48 H 2.13268 0.81347 2.44089  C19 1.079
49 H -3.30671 -0.95572 2.25569  C25 1.069
50 H -5.95261 -1.27071 1.62557  C26 1.071
51 H -3.69670 2.38068 -1.44480  C29 1.087
52 H -4.80707 1.29068 -2.30354  C29 1.091
53 H -5.43932 2.45241 -1.14479  C29 1.089



Record 3
ORCA calculation (wB97M-V/def2-TZVPD) on the molecule C21H24N6O4 at a distorted geometry.

Results
* SMILES string: Cc1ccccc1Nc1nc(N)nc(COC(=O)[C@H](NC(=O)c2ccco2)C(C)C)n1
* net charge: 0
* ΔE to the lowest compared entry with this formula, charge and spin: 0.0 kcal per mole
* E_HOMO: -8.27 eV
* total energy: -1444.2301 a.u.

Bonds (Å) are listed after each position.
Atoms and positions in Å:
1 C 3.48944 1.44825 -1.20926  C2 1.502, H32 1.087, H33 1.091, H34 1.091
2 C 2.95422 2.28469 -2.33652  C1 1.502, C3 1.386, C7 1.404
3 C 3.69862 3.34428 -2.83013  C2 1.386, C4 1.384, H35 1.081
4 C 3.23492 4.13232 -3.86953  C3 1.384, C5 1.383, H36 1.079
5 C 2.00075 3.86041 -4.43135  C4 1.383, C6 1.382, H37 1.080
6 C 1.23753 2.80947 -3.95830  C5 1.382, C7 1.391, H38 1.076
7 C 1.70289 2.01646 -2.91433  C2 1.404, C6 1.391, N8 1.392
8 N 0.96589 0.94570 -2.41535  C7 1.392, C9 1.347, H39 1.011
9 C -0.25303 0.47357 -2.73925  N8 1.347, N10 1.327, N31 1.348
10 N -1.00964 1.02993 -3.67659  C9 1.327, C11 1.333
11 C -2.19033 0.44410 -3.87385  N10 1.333, N12 1.341, N13 1.339
12 N -2.97788 0.94549 -4.83662  C11 1.341, H40 1.003, H41 1.003
13 N -2.64716 -0.61778 -3.19795  C11 1.339, C14 1.321
14 C -1.81437 -1.08418 -2.28401  N13 1.321, C15 1.506, N31 1.316
15 C -2.28670 -2.26972 -1.48412  C14 1.506, O16 1.418, H42 1.095, H43 1.092
16 O -1.48008 -2.49288 -0.33913  C15 1.418, C17 1.329
17 C -1.48548 -1.52706 0.57405  O16 1.329, O18 1.204, C19 1.523
18 O -2.19665 -0.55545 0.54240  C17 1.204
19 C -0.49440 -1.79554 1.69930  C17 1.523, N20 1.442, C28 1.548, H44 1.094
20 N -1.05736 -1.26657 2.91685  C19 1.442, C21 1.355, H45 1.010
21 C -1.22032 -2.02476 4.02740  N20 1.355, O22 1.217, C23 1.472
22 O -0.79685 -3.16025 4.13625  C21 1.217
23 C -1.93433 -1.34028 5.11738  C21 1.472, C24 1.371, O27 1.355
24 C -2.25574 -1.79424 6.37063  C23 1.371, C25 1.411, H46 1.070
25 C -2.94789 -0.74103 7.00565  C24 1.411, C26 1.363, H47 1.070
26 C -2.99781 0.27370 6.09751  C25 1.363, O27 1.339, H48 1.072
27 O -2.39072 -0.07436 4.95597  C23 1.355, C26 1.339
28 C 0.86648 -1.13730 1.36457  C19 1.548, C29 1.526, C30 1.527, H49 1.097
29 C 1.51771 -1.84498 0.18040  C28 1.526, H50 1.088, H51 1.087, H52 1.087
30 C 1.77950 -1.19104 2.58724  C28 1.527, H53 1.088, H54 1.087, H55 1.087
31 N -0.61726 -0.60676 -2.02013  C9 1.348, C14 1.316
32 H 4.45593 1.82900 -0.88897  C1 1.087
33 H 3.62383 0.41200 -1.52246  C1 1.091
34 H 2.81808 1.46872 -0.35013  C1 1.091
35 H 4.66292 3.55624 -2.39057  C3 1.081
36 H 3.83509 4.95148 -4.23557  C4 1.079
37 H 1.62747 4.46714 -5.24275  C5 1.080
38 H 0.27541 2.58573 -4.38561  C6 1.076
39 H 1.39676 0.41216 -1.67231  N8 1.011
40 H -3.90671 0.57844 -4.93420  N12 1.003
41 H -2.70997 1.79879 -5.29171  N12 1.003
42 H -3.32992 -2.09925 -1.19893  C15 1.095
43 H -2.21562 -3.17805 -2.08566  C15 1.092
44 H -0.35580 -2.87244 1.83685  C19 1.094
45 H -1.52830 -0.37608 2.84123  N20 1.010
46 H -2.01897 -2.75931 6.76737  C24 1.070
47 H -3.35205 -0.73827 7.99687  C25 1.070
48 H -3.42345 1.25694 6.14570  C26 1.072
49 H 0.67486 -0.08921 1.10445  C28 1.097
50 H 2.49723 -1.41381 -0.01787  C29 1.088
51 H 1.65285 -2.90038 0.40462  C29 1.087
52 H 0.90162 -1.75506 -0.71073  C29 1.087
53 H 2.75561 -0.77726 2.34408  C30 1.088
54 H 1.90781 -2.21992 2.91385  C30 1.087
55 H 1.36138 -0.62178 3.41328  C30 1.087



Record 4
ORCA calculation (wB97M-V/def2-TZVPD) on a cluster of 2 separate species, C21H24NO6 in total at a distorted geometry.

Results
* net charge: +1
* E_HOMO: -11.68 eV
* total energy: -1320.2700 a.u.

Bonds (Å) are listed after each position.
Atoms and positions in Å:
1 C -0.87393 0.51694 -4.50319  C2 1.608, H23 1.158, H24 1.141, H25 1.158
2 C -1.31930 -1.02669 -4.42622  C1 1.608, C3 1.554, C22 1.550
3 C -1.14787 -2.07274 -5.56302  C2 1.554, C4 1.560, H26 1.143
4 C -1.60398 -3.53705 -5.27513  C3 1.560, C5 1.560, H27 1.140
5 C -2.23524 -4.02580 -3.93538  C4 1.560, C6 1.551, H28 1.153
6 C -2.42179 -2.98085 -2.80497  C5 1.551, C7 1.624, C22 1.572
7 C -3.03370 -3.32958 -1.34218  C6 1.624, C8 1.625, H29 1.141, H30 1.156
8 C -2.03960 -2.58714 -0.29235  C7 1.625, C9 1.576, N21 1.450
9 C -0.50264 -2.86402 -0.50192  C8 1.576, C10 1.578, H31 1.138
10 C 0.54461 -2.14896 0.43787  C9 1.578, C11 1.592, C14 1.564
11 C 2.09502 -2.40315 0.18031  C10 1.592, O12 1.247, O13 1.441
12 O 2.92051 -2.82541 1.01374  C11 1.247
13 O 2.61780 -2.07082 -1.12075  C11 1.441, H32 0.988
14 C -0.05578 -1.20813 1.53408  C10 1.564, C15 1.597, C20 1.568
15 C 0.88667 -0.38596 2.52712  C14 1.597, C16 1.633, H33 1.158, H34 1.154
16 C 1.85597 0.61303 1.67293  C15 1.633, O17 1.455, H35 1.157, H36 1.147
17 O 1.12577 1.42872 0.71450  C16 1.455, C18 1.426
18 C 1.26030 0.94968 -0.62211  O17 1.426, O19 1.251, H37 1.159
19 O 2.25596 1.10956 -1.36211  C18 1.251
20 C -1.61290 -1.04987 1.62023  C14 1.568, N21 1.443, H38 1.154
21 N -2.55029 -1.71391 0.74650  C8 1.450, C20 1.443, H39 1.039
22 C -1.96070 -1.50693 -3.09886  C2 1.550, C6 1.572, H40 1.155
23 H 0.23148 0.51332 -4.84733  C1 1.158
24 H -1.51642 1.15164 -5.20012  C1 1.141
25 H -0.85296 1.00886 -3.45521  C1 1.158
26 H -0.69549 -1.71492 -6.54987  C3 1.143
27 H -1.45538 -4.32096 -6.08956  C4 1.140
28 H -2.54193 -5.11808 -3.73203  C5 1.153
29 H -3.02293 -4.44656 -1.11010  C7 1.141
30 H -4.09850 -2.89899 -1.20945  C7 1.156
31 H -0.17205 -3.55593 -1.34310  C9 1.138
32 H 1.90636 -2.16466 -1.79927  O13 0.988
33 H 0.20469 0.29640 3.16826  C15 1.158
34 H 1.49303 -1.11519 3.18455  C15 1.154
35 H 2.30329 1.32649 2.46644  C16 1.157
36 H 2.72694 0.04195 1.19338  C16 1.147
37 H 0.36013 0.35316 -1.04221  C18 1.159
38 H -2.04582 -0.35214 2.43052  C20 1.154
39 H -3.57724 -1.57270 0.81852  N21 1.039
40 H -2.07537 -0.73941 -2.24347  C22 1.155
41 O 0.78269 2.28585 4.80475  C42 1.207
42 C 1.23754 3.34768 4.45422  O41 1.207, O43 1.360, C46 1.504
43 O 2.32232 3.47814 3.64471  C42 1.360, C44 1.433
44 C 2.65634 4.86639 3.51861  O43 1.433, C45 1.510, H47 1.094, H48 1.091
45 C 1.38716 5.61220 3.85601  C44 1.510, C46 1.514, H49 1.091, H50 1.095
46 C 0.73300 4.70112 4.87262  C42 1.504, C45 1.514, H51 1.093, H52 1.090
47 H 3.46985 5.09358 4.21362  C44 1.094
48 H 2.99301 5.07253 2.50117  C44 1.091
49 H 1.56722 6.62335 4.22440  C45 1.091
50 H 0.75240 5.68527 2.96704  C45 1.095
51 H 1.07612 4.91087 5.88852  C46 1.093
52 H -0.35434 4.74983 4.81533  C46 1.090